Computed, not measured: an isolated molecule of C4H4O, with the ωB97M-V functional and the def2-TZVPD basis.

Structure (XYZ):
```
9
Properties=species:S:1:pos:R:3:forces:R:3
C 1.40365 0.48867 0.93350 0.539 0.104 0.403
C 0.32163 0.17021 0.07645 -0.103 0.236 -0.880
C -0.50728 -0.05144 -0.76382 -0.287 0.599 1.320
C -1.77300 -0.60793 -1.06925 -0.094 -0.504 -2.058
O -1.77907 -1.68958 -1.60761 -0.937 -0.493 0.157
H 1.77822 -0.43210 1.36817 0.256 0.034 0.295
H 1.06746 1.18699 1.69430 0.238 0.038 0.219
H 2.18349 0.94306 0.32587 0.209 0.090 0.143
H -2.69510 -0.00789 -0.95762 0.179 -0.105 0.401
```
Forces are in eV/Å.

**HOMO-LUMO gap**: 10.49 eV
**HOMO energy**: -0.3678 Ha
**Total charge**: 0
**Relative energy (zero: lowest compared OMol25 entry of this formula, charge and spin)**: 169.4 kJ/mol
**Calculated total energy**: -6257.623 eV
**Largest force on an atom**: 2.121 eV Å⁻¹

Here are the Mulliken charges for atoms 1 to 4, given in e: atom 1 (C): -1.102, atom 2 (C): 0.340, atom 3 (C): 0.039, atom 4 (C): 0.001